Entry from OMol25: 3 unconnected molecules or ions with the total composition C19H42BrN4O3 at a distorted geometry (ωB97M-V/def2-TZVPD).

Structure (XYZ):
```
69
Properties=species:S:1:pos:R:3
C -3.2769 -5.6989 -0.7133
O -3.2813 -5.7692 -2.2116
C -2.3392 -4.7098 -2.6377
C -3.0619 -3.4770 -3.4639
C -2.6299 -2.0738 -2.6817
C -3.5656 -0.7882 -3.0790
C -3.0920 0.6451 -2.4425
C -1.4718 0.8819 -2.3780
C -1.2335 2.0561 -1.2104
C -0.4155 1.3831 0.0408
C -0.7992 1.8640 1.5951
C 0.3004 0.9161 2.4034
Br 0.6857 1.3089 4.3267
C 1.5422 0.7915 1.3245
C 3.0915 0.9005 1.8493
N 3.5840 -0.5328 2.0949
N 1.1122 1.5836 0.0879
H -4.0215 -6.4869 -0.2626
H -3.5542 -4.6050 -0.3285
H -2.2067 -5.9793 -0.2935
H -1.4697 -5.1791 -3.2913
H -1.8115 -4.2900 -1.6626
H -2.5954 -3.5044 -4.5612
H -4.2274 -3.5895 -3.5687
H -1.5186 -1.8442 -3.0524
H -2.5876 -2.2077 -1.5021
H -3.7590 -0.6741 -4.2510
H -4.6459 -1.0129 -2.6234
H -3.6175 0.7908 -1.3925
H -3.5305 1.4999 -3.1516
H -1.0884 1.3569 -3.3804
H -0.8447 -0.0384 -2.0181
H -2.2689 2.5030 -0.8670
H -0.6084 2.9409 -1.6527
H -0.4976 0.2047 0.1547
H -0.3711 2.9627 1.7756
H -1.9236 1.7378 1.9383
H -0.1977 -0.1451 2.3124
H 1.4930 -0.3338 0.9536
H 3.2413 1.5690 2.8019
H 3.8283 1.3392 1.0210
H 2.8275 -1.1205 2.5161
H 3.7497 -0.9310 1.1229
H 1.3844 2.6014 0.2205
H 1.5451 1.2625 -0.8289
C -2.1411 5.5437 2.4000
O -1.8163 4.4234 2.0274
N -1.4760 6.2959 3.3447
C -1.9268 7.6166 3.7307
C -0.2898 5.7508 3.9717
H -3.0279 6.0531 1.9885
H -1.1329 8.3376 3.5162
H -2.1443 7.6164 4.8026
H -2.8283 7.9012 3.1815
H 0.4543 5.5351 3.1992
H -0.5519 4.8176 4.4790
H 0.1248 6.4589 4.6947
C 3.5608 -3.7723 -0.7115
O 2.8713 -2.9063 -0.1880
N 4.9310 -3.7239 -0.8562
C 5.6742 -4.7931 -1.4893
C 5.6514 -2.5695 -0.3605
H 3.1153 -4.6929 -1.1228
H 6.3972 -5.1932 -0.7728
H 6.2016 -4.3902 -2.3586
H 5.0083 -5.5971 -1.8142
H 5.4716 -2.4719 0.7143
H 5.2770 -1.6730 -0.8634
H 6.7240 -2.6749 -0.5461
```

Output
- Kohn-Sham gap (Eh) = 0.3210
- E_LUMO (Eh) = -0.0958
- multiplicity = 1
- charge = +1

Entry from OMol25: a molecular structure, C19H13BrN3O2PdSSbSe4 at a distorted geometry (ωB97M-V/def2-TZVPD).

Structure (XYZ):
```
45
Properties=species:S:1:pos:R:3
Pd -1.8787 -0.6308 -0.1250
N 2.0031 -1.9403 0.9409
C 2.9730 -0.9600 0.6351
C 4.2867 -1.3159 0.3894
C 5.2372 -0.3374 0.1265
C 4.8682 0.9978 0.0774
C 3.5455 1.3517 0.2991
C 2.6025 0.3812 0.6038
S 0.9582 0.8183 1.0302
N 0.1419 -0.5853 0.5240
C 0.6715 -1.7403 0.6237
C -0.2105 -2.9263 0.3808
C 0.2242 -4.2411 0.5083
C -0.6624 -5.2822 0.2938
C -1.9577 -4.9846 -0.0487
C -2.3228 -3.6543 -0.1739
N -1.4760 -2.6454 0.0291
H 2.3251 -2.8824 0.8362
H 4.5689 -2.3629 0.4096
H 6.2640 -0.6275 -0.0558
H 5.6011 1.7619 -0.1468
H 3.2321 2.3874 0.2410
H 1.2439 -4.4642 0.7928
H -0.3367 -6.3087 0.4024
H -2.6971 -5.7534 -0.2229
H -3.3352 -3.3776 -0.4534
Se -7.4486 -3.6946 0.0687
Sb -6.3381 -1.6811 0.9361
Se -5.4527 0.7816 -1.2132
Se -4.1151 -1.0617 -0.8195
Se -5.9777 -1.8201 3.3650
Br 1.1752 3.0838 -3.1305
C 0.2487 3.8892 -1.6688
C 0.7022 5.1626 -1.3312
C 0.1349 5.8497 -0.2757
C -0.8901 5.2624 0.4548
C -1.3253 3.9971 0.1234
C -0.7792 3.2742 -0.9414
C -1.3258 1.8659 -1.1650
O -1.0315 1.2392 -2.1892
O -1.9889 1.4301 -0.1663
H 1.5055 5.6026 -1.9070
H 0.4963 6.8401 -0.0253
H -1.3452 5.7898 1.2846
H -2.1145 3.5117 0.6830
```

Output
- Kohn-Sham gap (spin up / spin down) (Eh) = 0.1145 / 0.1145
- E_LUMO (spin up / spin down) (Eh) = 0.1131 / 0.1131
- multiplicity = 1
- charge = -2

Entry from OMol25: a molecular structure, C31H58I3N9O2P2S2 at a distorted geometry (ωB97M-V/def2-TZVPD).

Structure (XYZ):
```
107
Properties=species:S:1:pos:R:3
C 8.3481 -1.5636 0.8092
C 7.2610 -0.6051 1.3131
N 7.7100 0.7922 1.4012
C 7.7304 1.4829 0.1017
C 9.1138 1.6311 -0.5210
C 6.9944 1.5378 2.3332
S 5.4423 1.2824 2.7455
S 7.8793 2.8767 3.1574
C 7.1796 4.4098 2.4873
C 5.7508 4.7765 2.9431
C 5.0344 5.5032 1.7857
C 4.5235 4.5238 0.7516
C 4.8149 4.7311 -0.6245
N 4.4053 3.9667 -1.5988
C 3.6478 2.9198 -1.1665
C 3.1225 2.0246 -2.1285
C 2.3840 0.9335 -1.7728
I 1.6593 -0.3473 -3.2743
C 2.1033 0.6880 -0.3891
C 1.2753 -0.4512 0.0953
I 1.9496 -2.4381 -0.2338
C 0.1174 -0.2056 0.7124
C -0.4663 1.1569 0.9698
I -1.1251 -1.7820 1.4124
C 2.6132 1.5450 0.5510
C 3.3755 2.6776 0.1827
N 3.8262 3.5019 1.1708
H 8.9325 -1.9072 1.6643
H 7.8687 -2.4480 0.3896
H 9.0240 -1.1259 0.0817
H 6.4188 -0.6466 0.6116
H 6.9063 -0.9815 2.2664
H 7.0579 1.0144 -0.6247
H 7.3435 2.4953 0.2385
H 9.6888 0.7078 -0.5500
H 9.7115 2.3570 0.0329
H 9.0471 2.0015 -1.5462
H 7.2121 4.4577 1.3972
H 7.8499 5.1936 2.8416
H 5.1731 3.9291 3.2982
H 5.7852 5.4952 3.7652
H 5.6995 6.2248 1.3122
H 4.1455 5.9802 2.2048
H 5.4229 5.5915 -0.8890
H 3.3069 2.2063 -3.1791
H -0.9231 1.5899 0.0742
H -1.2602 1.0882 1.7104
H 0.2532 1.8780 1.3475
H 2.4443 1.3661 1.6031
O -2.2157 2.5936 -1.3682
P -3.0258 2.7637 -2.6378
N -3.2722 4.4757 -2.5720
C -4.0873 5.0869 -1.5372
C -2.0434 5.2236 -2.7949
N -4.3546 1.7808 -2.1966
C -5.7297 2.2145 -2.0915
C -4.0868 0.7439 -1.2011
N -3.5946 2.7251 -4.3354
C -2.5902 2.1512 -5.2470
C -4.2572 3.8349 -4.9992
H -4.2560 6.1377 -1.7859
H -3.6361 5.0316 -0.5381
H -5.0786 4.6395 -1.4976
H -1.6666 5.0384 -3.8090
H -1.2535 4.9465 -2.0860
H -2.2182 6.2963 -2.7124
H -5.9178 2.7416 -1.1476
H -6.3990 1.3507 -2.1183
H -6.0347 2.8490 -2.9236
H -4.0955 1.1418 -0.1779
H -3.1213 0.2754 -1.3735
H -4.8407 -0.0429 -1.2704
H -1.7535 2.8389 -5.4175
H -3.0354 1.9010 -6.2114
H -2.1848 1.2263 -4.8243
H -3.5731 4.6430 -5.2858
H -5.0507 4.2623 -4.3941
H -4.7251 3.4491 -5.9105
O -6.0220 -5.1613 0.5069
P -5.1918 -6.2315 1.1737
N -5.6010 -5.9519 2.8295
C -5.1858 -4.7436 3.5204
C -6.9862 -6.2879 3.1251
N -3.6441 -5.6919 0.6776
C -2.5526 -5.3417 1.5550
C -3.6039 -4.8519 -0.5171
N -4.4979 -7.8332 1.5535
C -5.1267 -8.9134 0.7756
C -4.2380 -8.3069 2.9020
H -5.3888 -4.8520 4.5887
H -5.6914 -3.8394 3.1576
H -4.1102 -4.5948 3.4475
H -7.1544 -7.3624 2.9780
H -7.6913 -5.7453 2.4841
H -7.2281 -6.0684 4.1650
H -2.6765 -4.3332 1.9720
H -1.6067 -5.3479 1.0063
H -2.4172 -6.0513 2.3717
H -3.8498 -3.8053 -0.2951
H -4.2999 -5.2103 -1.2703
H -2.6059 -4.8834 -0.9604
H -6.1401 -9.1362 1.1306
H -4.5332 -9.8277 0.8258
H -5.1949 -8.6262 -0.2784
H -5.1445 -8.6121 3.4393
H -3.7202 -7.5677 3.5052
H -3.5783 -9.1773 2.8309
```

Output
- Kohn-Sham gap (Eh) = 0.2800
- E_LUMO (Eh) = -0.0188
- multiplicity = 1

Entry from OMol25: 2 unconnected molecules or ions with the total composition C4H7BO2S at a distorted geometry (ωB97M-V/def2-TZVPD).

Structure (XYZ):
```
15
Properties=species:S:1:pos:R:3
B -2.0499 0.7732 -0.2833
C 1.5448 -0.6400 -0.4845
C 0.3183 -0.7015 0.0467
C -1.7439 -0.7839 -0.1785
C 2.7505 -0.7888 0.4370
O -1.7111 1.6391 0.7673
O -2.7486 1.4062 -1.3233
S -2.2896 -2.2389 -0.0522
H 1.8171 -0.4178 -1.5335
H 0.2793 -0.6433 1.0750
H 3.5463 -0.0821 0.0110
H 3.0844 -1.8775 0.4212
H 2.3359 -0.4573 1.4430
H -2.0138 2.5231 0.7262
H -3.1197 2.2895 -1.0721
```

Output
- Kohn-Sham gap (Eh) = 0.2808
- E_LUMO (Eh) = -0.0187
- multiplicity = 1

Energy relative to the best compared isomer or geometry (same formula, charge and spin)? In order: 638.6; 149.7; 145.2; 406.4 kJ/mol.